Entry 1:
Computed, not measured: a structure of composition C29H24MnN3O5S, with ωB97M-V/def2-TZVPD.

E_LUMO (spin up / spin down): 2.3 / 2.3 eV
relative energy (zero: lowest compared OMol25 entry of this formula, charge and spin): 16.20 kcal per mole
Kohn-Sham gap (spin up / spin down): 0.2453 / 0.2206 hartree
2S+1: 2
charge: -1
HOMO (spin up / spin down): -4.350 / -3.677 eV

Element x y z (Å)
Mn  -0.07109  -0.08681  0.48244
N  3.78782  -0.37518  1.86351
C  2.45766  -0.26576  1.63957
O  2.04260  0.02030  0.51446
C  1.50901  -0.52285  2.77530
C  0.17103  0.17199  2.50722
H  4.42200  -0.26496  1.09210
H  4.13757  -0.61771  2.77048
H  1.99390  -0.25199  3.72389
H  1.36902  -1.61071  2.80088
H  0.22472  1.21395  2.82539
H  -0.60505  -0.32617  3.09266
O  -2.72687  0.59118  -0.63237
C  -1.74471  0.28365  -0.12155
C  -0.90675  11.02638  2.46417
C  -0.66801  9.55287  2.21829
O  -0.33810  8.78511  3.07926
S  -0.95249  9.09949  0.51553
C  -0.78103  7.34171  0.54819
C  -1.91517  6.53664  0.51597
C  -1.79293  5.15935  0.49283
C  -0.53297  4.54231  0.50877
C  0.59828  5.37319  0.55047
C  0.47757  6.74959  0.56303
C  -0.40200  3.12581  0.47651
C  -0.29747  1.90875  0.46692
H  -0.38313  11.32658  3.36872
H  -1.97764  11.18630  2.60018
H  -0.58120  11.62781  1.61620
H  -2.89577  6.99627  0.50538
H  -2.67470  4.53320  0.46218
H  1.57631  4.91099  0.56586
H  1.36176  7.37449  0.58897
O  -0.88627  -3.43456  2.63685
C  -0.58053  -3.31452  1.47047
N  -0.31582  -4.40746  0.62962
C  -0.15443  -3.97873  -0.74521
C  -0.10967  -2.45723  -0.50108
O  0.22014  -1.59076  -1.32551
N  -0.42237  -2.15067  0.74721
C  -1.33903  -4.37858  -1.62621
C  -1.77332  -5.70163  -1.60757
C  -2.83034  -6.11330  -2.40210
C  -3.46734  -5.20340  -3.23631
C  -3.03510  -3.88738  -3.26610
C  -1.97441  -3.47418  -2.46859
C  1.14002  -4.47183  -1.38298
C  1.92803  -5.42984  -0.76003
C  3.08719  -5.89520  -1.37014
C  3.47140  -5.40015  -2.60570
C  2.68920  -4.43470  -3.22845
C  1.52972  -3.97663  -2.62548
H  -0.78833  -5.26594  0.86036
H  -1.27026  -6.42790  -0.97774
H  -3.15571  -7.14580  -2.37228
H  -4.29583  -5.52064  -3.85696
H  -3.52833  -3.16784  -3.90734
H  -1.64789  -2.44263  -2.49175
H  1.64345  -5.79480  0.21771
H  3.69219  -6.64251  -0.87133
H  4.37614  -5.75882  -3.08066
H  2.98605  -4.03307  -4.18931
H  0.92932  -3.21505  -3.10484

Entry 2:
Computed, not measured: a cluster of 11 separate species, C37H48N10O6S in total, with ωB97M-V/def2-TZVPD.

E_LUMO: 4.1 eV
relative energy (zero: lowest compared OMol25 entry of this formula, charge and spin): 0.00 kcal per mole
Kohn-Sham gap: 0.2744 hartree
charge: -2
HOMO: -3.339 eV

Element x y z (Å)
S  0.37715  -0.09997  -0.13232
O  1.17315  -0.75097  0.90368
O  -0.40585  -1.05897  -0.95132
O  -0.66685  0.72203  0.55468
O  1.24815  0.67303  -1.03032
N  1.12815  2.68203  -3.36232
C  0.33715  2.10503  -4.37532
C  0.47815  2.90803  -5.61732
C  1.39415  4.06903  -5.13432
C  1.76015  3.80103  -3.69432
H  1.04815  2.11103  -2.47332
H  -0.02885  1.11303  -4.29232
H  0.23915  2.39503  -6.42232
H  1.67915  5.02603  -5.69832
H  2.09615  4.40203  -2.87432
N  2.64115  -3.10197  0.93668
C  3.00615  -3.77397  -0.25732
C  3.72415  -5.01497  0.24868
C  3.80215  -4.94897  1.76768
C  2.92915  -3.70497  2.11668
H  2.27215  -2.17697  0.80868
H  2.63415  -3.48697  -1.25932
H  4.06715  -5.70697  -0.48832
H  4.32315  -5.62897  2.39468
H  2.59415  -3.28197  3.16768
N  -1.93285  -3.06497  -0.29032
C  -3.05385  -3.50097  -0.94932
C  -3.74685  -4.59497  -0.14832
C  -2.70685  -4.82597  0.95968
C  -1.50785  -3.93197  0.75868
H  -1.20885  -2.12497  -0.59032
H  -3.45685  -3.14997  -1.90832
H  -4.65485  -5.13797  -0.27532
H  -2.75085  -5.60497  1.83668
H  -0.59085  -3.85497  1.20268
N  0.52115  -2.41697  -3.09232
C  1.91715  -2.13597  -3.33832
C  2.37215  -3.25497  -4.33132
C  1.12515  -4.17697  -4.58432
C  0.03415  -3.55897  -3.70732
H  0.04715  -1.81297  -2.46832
H  2.54015  -1.05297  -3.04332
H  3.26815  -3.23997  -4.74032
H  0.84115  -4.89197  -5.27832
H  -0.99385  -3.96097  -3.47232
N  -2.54285  -0.28197  -2.35232
C  -3.70985  0.29803  -1.67432
C  -4.76585  0.38203  -2.79432
C  -4.14285  -0.25597  -4.00532
C  -2.78085  -0.56897  -3.72132
H  -1.70185  -0.47997  -1.69932
H  -3.73185  0.53303  -0.54332
H  -5.73485  0.87603  -2.69032
H  -4.72185  -0.36097  -5.08032
H  -1.98285  -1.05897  -4.36132
N  -1.16385  3.91803  0.35668
C  -0.20685  4.87503  0.00968
C  -0.92285  6.13503  -0.25032
C  -2.34685  5.96103  0.07368
C  -2.44785  4.45203  0.31568
H  -0.89785  2.85403  0.45868
H  0.83815  4.41603  -0.20132
H  -0.33385  6.94903  -0.67932
H  -2.99085  6.82503  0.13068
H  -3.48585  3.94203  0.54568
N  -2.78885  1.35503  2.00968
C  -3.47785  2.35803  2.76368
C  -4.72085  1.73003  3.41668
C  -4.66385  0.25103  2.89068
C  -3.41485  0.10503  2.07368
H  -1.87485  1.60503  1.42668
H  -3.20485  3.41103  2.74768
H  -5.46785  2.39403  3.89068
H  -5.41385  -0.48997  3.05968
H  -2.94385  -0.68397  1.68868
N  1.49515  1.11703  3.26768
C  2.52715  0.63303  4.14168
C  2.28615  1.35703  5.44968
C  1.06915  2.19603  5.24968
C  0.62415  2.12703  3.79468
H  1.40815  0.63203  2.23468
H  3.32715  -0.13197  3.87068
H  2.96715  1.25103  6.35168
H  0.60815  2.94803  5.95768
H  -0.35585  2.48703  3.12268
N  3.66515  1.88403  -0.35132
C  4.08415  1.24603  0.71168
C  5.45615  1.75703  1.07268
C  5.82515  2.82003  0.08368
C  4.61815  2.89603  -0.78332
H  2.57615  1.81603  -0.82132
H  3.47515  0.44003  1.21668
H  6.23715  1.40503  1.86268
H  6.78915  3.27203  -0.18732
H  4.51415  3.34403  -1.89032
C  -0.99185  -2.05897  3.77868
N  -0.28885  -2.51597  5.07968
O  0.61215  -3.29597  5.02068
O  -0.92485  -2.19797  6.15268
H  -0.31285  -2.07097  2.87068
H  -1.46885  -1.06797  3.87968
H  -1.98885  -2.70997  3.68268

Entry 3:
Computed, not measured: a structure of composition C28H36As2Cl5LiN6O8S2, with ωB97M-V/def2-TZVPD.

E_LUMO (spin up / spin down): -1.4 / -1.4 eV
Kohn-Sham gap (spin up / spin down): 0.2214 / 0.2215 hartree
HOMO (spin up / spin down): -7.436 / -7.436 eV

Element x y z (Å)
Li  0.40900  0.14106  -1.01490
Cl  -1.33895  -1.56004  -1.19246
C  0.15738  -2.39321  -1.30110
C  1.20987  -2.02553  -0.49663
C  2.33386  -2.76244  -0.52729
Cl  3.71058  -2.27091  0.35007
C  2.43266  -3.84918  -1.46642
Cl  3.78799  -4.91498  -1.40732
C  1.45187  -4.16238  -2.38842
Cl  1.64227  -5.35082  -3.67518
C  0.26917  -3.45639  -2.22544
Cl  -1.11468  -3.85618  -3.15617
C  -3.91795  2.01708  -1.83251
C  -3.12517  2.84772  -0.87773
N  -3.64971  3.78728  -0.08504
N  -2.66274  4.19778  0.73464
C  -1.50226  3.55158  0.49272
S  -0.05287  3.70403  1.30971
N  -1.80315  2.67691  -0.52090
N  -0.80242  1.94990  -1.18881
H  -3.26179  1.69975  -2.62720
H  -4.75279  2.60336  -2.23117
H  -4.30644  1.08059  -1.36451
H  -2.77759  5.00364  1.34704
H  0.06989  2.41987  -0.89315
H  -0.90727  2.03974  -2.19525
C  -2.00335  2.31826  -6.19568
C  -0.64321  2.30179  -6.90582
N  0.12291  1.07397  -6.72687
C  0.71583  0.70176  -5.58795
S  0.57320  1.61101  -4.16143
N  1.61098  -0.29197  -5.62899
C  1.63206  -1.31812  -6.65771
C  0.42843  -2.29093  -6.60426
H  -2.36137  3.30363  -6.12033
H  -1.95089  1.87032  -5.17956
H  -2.73796  1.76470  -6.78978
H  -0.01050  3.09269  -6.50909
H  -0.74856  2.45956  -8.02832
H  0.16318  0.44936  -7.50233
H  2.13794  -0.41590  -4.75251
H  2.52764  -1.99033  -6.44239
H  1.85328  -0.86211  -7.64032
H  0.65754  -3.16270  -5.98708
H  0.09270  -2.64871  -7.58055
H  -0.40822  -1.72025  -6.19059
C  4.44434  1.53213  0.67213
O  3.48631  1.14403  1.72032
C  2.29317  0.71182  1.25368
O  2.05891  0.77000  0.01091
C  1.40826  0.20858  2.37763
C  1.79243  0.09785  3.70714
As  0.96489  1.18836  5.10072
C  1.13065  -0.13632  6.58090
C  -0.87052  0.52626  4.75379
C  -1.44131  0.19010  3.59482
As  -0.41773  -0.22417  1.85925
C  -0.26508  -2.14041  2.17495
C  -2.94382  0.31351  3.38848
O  -3.70647  1.04126  3.96589
O  -3.28918  -0.44432  2.29020
C  -4.62835  -0.15685  1.78604
C  -1.80492  0.81003  6.00219
O  -2.12422  1.91671  6.34118
O  -2.15611  -0.31440  6.79455
C  -2.58298  -1.58523  6.15650
C  3.04567  -0.63572  4.09806
O  3.47999  -1.63758  3.52880
O  3.81827  0.01462  5.04240
C  5.07788  -0.68670  5.19178
H  5.33048  1.99680  1.12807
H  3.98332  2.24470  -0.04521
H  4.72531  0.59936  0.15879
H  2.18243  -0.06704  6.81401
H  0.80569  -1.14031  6.35119
H  0.55063  0.26547  7.42929
H  0.09417  -2.34350  3.19218
H  0.39706  -2.46594  1.36300
H  -1.30988  -2.50594  2.06013
H  -5.16489  0.48185  2.53606
H  -5.13950  -1.12000  1.78493
H  -4.51142  0.39430  0.84202
H  -2.37508  -2.36383  6.90110
H  -2.06262  -1.79014  5.20905
H  -3.63910  -1.50059  5.93331
H  5.69495  -0.09458  5.83340
H  5.59377  -0.75772  4.18336
H  4.92426  -1.70068  5.55795

Entry 4:
Computed, not measured: the molecule C3H3IO, with ωB97M-V/def2-TZVPD.

E_LUMO: 0.0 eV
relative energy (zero: lowest compared OMol25 entry of this formula, charge and spin): 6.51 kcal per mole
Kohn-Sham gap: 0.3439 hartree
HOMO: -9.399 eV

Element x y z (Å)
C  0.43160  -0.72659  -0.11274
C  0.94195  1.74614  0.09489
C  1.25848  0.19746  0.15788
O  1.81806  2.54372  -0.06348
I  3.28959  -0.19068  -0.00490
H  0.74982  -1.78399  0.07049
H  -0.58352  -0.33950  -0.06592
H  -0.18435  1.90809  0.22874

Entry 5:
Computed, not measured: a structure of composition C4H5CsMgO2, with ωB97M-V/def2-TZVPD.

E_LUMO (spin up / spin down): -4.4 / -4.6 eV
relative energy (zero: lowest compared OMol25 entry of this formula, charge and spin): 106.18 kcal per mole
Kohn-Sham gap (spin up / spin down): 0.2191 / 0.1933 hartree
2S+1: 2
charge: +1
HOMO (spin up / spin down): -10.393 / -9.859 eV

Element x y z (Å)
H  1.65645  1.90023  2.52549
C  0.97002  1.60810  0.70010
C  1.49392  2.93778  0.15746
C  0.85592  3.06158  -1.23203
C  0.06954  1.76664  -1.34301
O  -0.28558  1.60759  0.99256
O  1.08502  0.73506  -0.34987
Cs  0.46990  -3.43749  -0.58970
Mg  -1.02363  0.75692  -2.80458
H  2.59091  2.92831  0.15648
H  1.18551  3.75223  0.82842
H  1.62612  3.16693  -2.01485
H  0.20304  3.94473  -1.31009

Max |F| values, unit eV Å⁻¹, following the record order: 1.5 10.6 3.4 5.5 3.4.